(a)
# C9H14

A 2-piece molecular cluster, C9H14 overall (ωB97M-V with the def2-TZVPD basis set, the OMol25 dataset).

molar mass: 122.21 g mol⁻¹
SMILES string: Cc1ccccc1.CC
LUMO level: 1.0 eV
gap between HOMO and LUMO: 10.16 eV

Bonds (Å) are listed after each position.
Geometry (Å):
1 C 2.77 -1.95 0.95  C2 1.556, H8 1.147, H9 1.052, H10 1.111
2 C 1.41 -1.33 0.49  C1 1.556, C3 1.398, C7 1.409
3 C 0.17 -1.86 0.87  C2 1.398, C4 1.379, H11 1.098
4 C -0.98 -1.65 0.14  C3 1.379, C5 1.407, H12 1.163
5 C -0.96 -0.91 -1.06  C4 1.407, C6 1.375, H13 1.106
6 C 0.23 -0.31 -1.38  C5 1.375, C7 1.427, H14 1.035
7 C 1.43 -0.48 -0.63  C2 1.409, C6 1.427, H15 1.143
8 H 2.84 -2.44 1.98  C1 1.147
9 H 3.64 -1.37 1.04  C1 1.052
10 H 3.01 -2.75 0.21  C1 1.111
11 H 0.02 -2.60 1.66  C3 1.098
12 H -1.99 -2.08 0.53  C4 1.163
13 H -1.85 -0.83 -1.71  C5 1.106
14 H 0.43 0.09 -2.32  C6 1.035
15 H 2.34 0.18 -0.84  C7 1.143
16 C -1.83 2.48 0.71  C17 1.588, H18 1.080, H19 1.186, H20 1.035
17 C -1.35 2.63 -0.79  C16 1.588, H21 1.072, H22 1.167, H23 1.147
18 H -2.69 3.04 1.03  C16 1.080
19 H -1.96 1.33 0.99  C16 1.186
20 H -1.11 2.81 1.38  C16 1.035
21 H -1.34 1.65 -1.23  C17 1.072
22 H -0.24 2.95 -0.61  C17 1.167
23 H -1.99 3.37 -1.39  C17 1.147

(b)
# C9H14

A 2-piece molecular cluster, C9H14 overall (ωB97M-V with the def2-TZVPD basis set, the OMol25 dataset).

molar mass: 122.21 g mol⁻¹
SMILES string: Cc1ccccc1.CC
LUMO level: 1.0 eV
gap between HOMO and LUMO: 9.96 eV

Bonds (Å) are listed after each position.
Geometry (Å):
1 C 0.12 2.66 -1.98  C2 1.518, H8 1.110, H9 1.096, H10 1.107
2 C 0.17 1.70 -0.81  C1 1.518, C3 1.397, C7 1.403
3 C -0.91 0.97 -0.31  C2 1.397, C4 1.414, H11 1.045
4 C -0.77 0.13 0.82  C3 1.414, C5 1.425, H12 1.033
5 C 0.49 -0.05 1.45  C4 1.425, C6 1.425, H13 1.094
6 C 1.58 0.49 0.71  C5 1.425, C7 1.370, H14 1.172
7 C 1.44 1.40 -0.31  C2 1.403, C6 1.370, H15 1.131
8 H -0.92 3.01 -2.13  C1 1.110
9 H 0.40 2.26 -2.96  C1 1.096
10 H 0.62 3.58 -1.63  C1 1.107
11 H -1.85 1.05 -0.77  C3 1.045
12 H -1.56 -0.25 1.37  C4 1.033
13 H 0.71 -0.46 2.44  C5 1.094
14 H 2.69 0.20 0.96  C6 1.172
15 H 2.37 1.86 -0.76  C7 1.131
16 C -0.30 -3.12 -0.15  C17 1.510, H18 1.056, H19 1.085, H20 1.128
17 C -1.43 -3.02 0.85  C16 1.510, H21 1.156, H22 1.123, H23 1.050
18 H -0.20 -2.28 -0.77  C16 1.056
19 H 0.67 -3.23 0.32  C16 1.085
20 H -0.25 -3.97 -0.89  C16 1.128
21 H -2.16 -2.17 0.55  C17 1.156
22 H -1.02 -2.53 1.78  C17 1.123
23 H -1.85 -3.98 0.86  C17 1.050

(c)
# C9H14

A 2-piece molecular cluster, C9H14 overall (ωB97M-V with the def2-TZVPD basis set, the OMol25 dataset).

molar mass: 122.21 g mol⁻¹
SMILES string: Cc1ccccc1.CC
LUMO level: 1.0 eV
gap between HOMO and LUMO: 9.89 eV

Bonds (Å) are listed after each position.
Geometry (Å):
1 C 0.56 -1.22 -2.26  C2 1.525, H8 1.075, H9 1.097, H10 1.049
2 C 0.91 -0.11 -1.27  C1 1.525, C3 1.387, C7 1.424
3 C 2.07 -0.08 -0.52  C2 1.387, C4 1.382, H11 1.052
4 C 2.12 0.92 0.44  C3 1.382, C5 1.374, H12 1.136
5 C 1.08 1.75 0.76  C4 1.374, C6 1.378, H13 1.088
6 C 0.06 1.80 -0.16  C5 1.378, C7 1.364, H14 1.115
7 C -0.12 0.86 -1.14  C2 1.424, C6 1.364, H15 1.059
8 H -0.20 -1.10 -3.01  C1 1.075
9 H 0.51 -2.23 -1.83  C1 1.097
10 H 1.52 -1.18 -2.67  C1 1.049
11 H 2.85 -0.76 -0.69  C3 1.052
12 H 3.11 1.04 1.00  C4 1.136
13 H 1.09 2.37 1.66  C5 1.088
14 H -0.64 2.58 0.20  C6 1.115
15 H -0.98 0.97 -1.75  C7 1.059
16 C -3.30 -1.54 1.44  C17 1.501, H18 1.088, H19 1.132, H20 1.028
17 C -2.02 -1.23 2.16  C16 1.501, H21 1.029, H22 1.050, H23 1.154
18 H -3.65 -0.80 0.72  C16 1.088
19 H -3.10 -2.40 0.74  C16 1.132
20 H -3.94 -1.70 2.22  C16 1.028
21 H -2.35 -1.21 3.14  C17 1.029
22 H -1.36 -0.56 1.70  C17 1.050
23 H -1.17 -1.93 1.83  C17 1.154

(d)
# C9H14

A 2-piece molecular cluster, C9H14 overall (ωB97M-V with the def2-TZVPD basis set, the OMol25 dataset).

molar mass: 122.21 g mol⁻¹
SMILES string: Cc1ccccc1.CC
LUMO level: 1.0 eV
gap between HOMO and LUMO: 10.03 eV

Bonds (Å) are listed after each position.
Geometry (Å):
1 C -2.57 -1.28 -1.67  C2 1.490, H8 1.094, H9 1.086, H10 1.097
2 C -1.73 -0.06 -1.50  C1 1.490, C3 1.392, C7 1.402
3 C -0.94 0.03 -0.36  C2 1.392, C4 1.402, H11 1.083
4 C 0.08 0.99 -0.19  C3 1.402, C5 1.379, H12 1.070
5 C 0.37 1.85 -1.22  C4 1.379, C6 1.402, H13 1.081
6 C -0.39 1.76 -2.39  C5 1.402, C7 1.371, H14 1.084
7 C -1.47 0.92 -2.47  C2 1.402, C6 1.371, H15 1.086
8 H -2.65 -1.81 -0.71  C1 1.094
9 H -2.22 -1.96 -2.44  C1 1.086
10 H -3.63 -1.07 -1.81  C1 1.097
11 H -1.08 -0.65 0.47  C3 1.083
12 H 0.48 0.87 0.79  C4 1.070
13 H 1.14 2.60 -1.07  C5 1.081
14 H -0.14 2.48 -3.16  C6 1.084
15 H -2.17 1.02 -3.30  C7 1.086
16 C 2.72 -0.57 2.19  C17 1.532, H18 1.088, H19 1.083, H20 1.093
17 C 1.50 -0.79 3.09  C16 1.532, H21 1.089, H22 1.086, H23 1.092
18 H 2.45 -0.60 1.14  C16 1.088
19 H 3.27 0.35 2.37  C16 1.083
20 H 3.39 -1.44 2.21  C16 1.093
21 H 1.44 -0.05 3.89  C17 1.089
22 H 0.58 -0.86 2.52  C17 1.086
23 H 1.57 -1.74 3.62  C17 1.092

Relative energies, unit eV: (a) 1.058; (b) 0.759; (c) 1.928; (d) 0.000

(a)
# C9H14

A 2-piece molecular cluster, C9H14 overall (ωB97M-V with the def2-TZVPD basis set, the OMol25 dataset).

molar mass: 122.21 g mol⁻¹
SMILES string: Cc1ccccc1.CC
LUMO level: 1.0 eV
gap between HOMO and LUMO: 10.08 eV

Bonds (Å) are listed after each position.
Geometry (Å):
1 C -2.17 -1.65 0.42  C2 1.517, H8 1.083, H9 1.087, H10 1.092
2 C -0.65 -1.70 0.52  C1 1.517, C3 1.416, C7 1.373
3 C -0.04 -2.12 1.73  C2 1.416, C4 1.374, H11 1.083
4 C 1.30 -1.97 1.95  C3 1.374, C5 1.398, H12 1.082
5 C 2.12 -1.40 0.96  C4 1.398, C6 1.380, H13 1.081
6 C 1.57 -1.20 -0.29  C5 1.380, C7 1.415, H14 1.084
7 C 0.18 -1.26 -0.48  C2 1.373, C6 1.415, H15 1.083
8 H -2.58 -1.69 1.42  C1 1.083
9 H -2.59 -2.42 -0.22  C1 1.087
10 H -2.41 -0.66 0.02  C1 1.092
11 H -0.72 -2.51 2.47  C3 1.083
12 H 1.70 -2.30 2.90  C4 1.082
13 H 3.17 -1.21 1.16  C5 1.081
14 H 2.12 -0.79 -1.13  C6 1.084
15 H -0.18 -0.86 -1.43  C7 1.083
16 C 0.00 3.47 -1.82  C17 1.547, H18 1.091, H19 1.087, H20 1.089
17 C -0.21 2.44 -0.69  C16 1.547, H21 1.086, H22 1.084, H23 1.092
18 H 0.66 4.31 -1.59  C16 1.091
19 H 0.45 2.96 -2.67  C16 1.087
20 H -0.95 3.93 -2.09  C16 1.089
21 H -1.27 2.23 -0.54  C17 1.086
22 H 0.34 1.52 -0.84  C17 1.084
23 H 0.17 2.86 0.24  C17 1.092

(b)
# C9H14

A 2-piece molecular cluster, C9H14 overall (ωB97M-V with the def2-TZVPD basis set, the OMol25 dataset).

molar mass: 122.21 g mol⁻¹
SMILES string: Cc1ccccc1.CC
LUMO level: 1.0 eV
gap between HOMO and LUMO: 9.78 eV

Bonds (Å) are listed after each position.
Geometry (Å):
1 C 2.06 2.21 -2.23  C2 1.486, H8 1.044, H9 1.067, H10 1.074
2 C 1.56 1.34 -1.14  C1 1.486, C3 1.383, C7 1.453
3 C 0.64 1.86 -0.25  C2 1.383, C4 1.369, H11 1.067
4 C 0.28 1.01 0.77  C3 1.369, C5 1.393, H12 1.126
5 C 0.92 -0.20 0.99  C4 1.393, C6 1.359, H13 1.151
6 C 1.81 -0.69 0.09  C5 1.359, C7 1.419, H14 1.119
7 C 2.17 0.02 -1.09  C2 1.453, C6 1.419, H15 1.039
8 H 1.79 1.94 -3.21  C1 1.044
9 H 3.10 2.30 -2.04  C1 1.067
10 H 1.61 3.18 -2.10  C1 1.074
11 H -0.01 2.70 -0.35  C3 1.067
12 H -0.53 1.50 1.37  C4 1.126
13 H 0.81 -0.87 1.92  C5 1.151
14 H 2.12 -1.76 0.18  C6 1.119
15 H 2.51 -0.49 -1.93  C7 1.039
16 C -1.96 -1.68 0.84  C17 1.510, H18 1.138, H19 1.133, H20 1.177
17 C -3.34 -1.74 1.46  C16 1.510, H21 1.099, H22 1.107, H23 1.096
18 H -1.46 -2.65 0.54  C16 1.138
19 H -1.85 -1.15 -0.16  C16 1.133
20 H -1.11 -1.32 1.56  C16 1.177
21 H -3.64 -0.93 2.13  C17 1.099
22 H -4.09 -1.88 0.66  C17 1.107
23 H -3.42 -2.70 2.00  C17 1.096

Relative energies, unit eV: (a) 0.000; (b) 1.442